No. 1
{
  "formula": "C24H26N9O2PV",
  "method": "wB97M-V/def2-TZVPD",
  "elements": ["V", "N", "N", "C", "O", "O", "H", "H", "H", "N", "C", "C", "C", "C", "C", "C", "C", "C", "C", "C", "C", "C", "N", "C", "C", "C", "C", "N", "H", "H", "H", "H", "H", "H", "H", "H", "H", "H", "N", "C", "C", "N", "C", "N", "C", "N", "C", "P", "C", "C", "H", "H", "H", "H", "H", "H", "H", "H", "H", "H", "H", "H", "H"],
  "xyz": [[-0.2452, -2.2286, 0.5521], [-2.2330, -3.7714, 1.9362], [-2.9995, -4.1031, 0.8063], [-2.5828, -3.6718, -0.4000], [-3.1925, -3.5097, -1.4138], [-1.2188, -3.3595, -0.3180], [-1.7256, -4.5821, 2.2788], [-2.8530, -3.4360, 2.6629], [-3.8990, -4.5557, 0.8760], [7.2428, 4.1852, 2.7511], [6.3717, 3.4911, 2.4741], [5.2771, 2.6211, 2.1275], [4.0065, 3.1595, 1.9384], [2.9531, 2.3254, 1.6117], [3.1709, 0.9567, 1.4496], [4.4472, 0.4253, 1.6330], [5.4990, 1.2547, 1.9830], [2.0539, 0.0556, 1.0798], [2.1777, -0.6822, -0.0843], [3.2123, -0.6277, -1.0568], [2.9228, -1.5466, -2.0381], [1.7292, -2.1760, -1.6554], [1.2599, -1.6642, -0.5129], [0.9314, 0.0169, 1.9562], [0.7547, 0.6948, 3.1519], [-0.5155, 0.3685, 3.6629], [-1.0832, -0.5139, 2.7824], [-0.2288, -0.7596, 1.7304], [3.8527, 4.2237, 2.0495], [1.9659, 2.7426, 1.4605], [4.6120, -0.6398, 1.5360], [6.4873, 0.8483, 2.1458], [4.0537, 0.0446, -1.0239], [3.4956, -1.7702, -2.9222], [1.2040, -2.9769, -2.1571], [1.4779, 1.3513, 3.6073], [-0.9535, 0.7244, 4.5804], [-2.0353, -1.0180, 2.8441], [1.5509, -4.0780, 2.3588], [0.8913, -3.4014, 1.6961], [-4.1073, 1.4340, -2.3442], [-3.1391, 0.6444, -3.2521], [-1.9352, 1.5575, -3.5677], [-1.3275, 2.0232, -2.3725], [-2.2997, 2.7434, -1.5499], [-3.4386, 1.9023, -1.1834], [-3.0661, 0.8220, -0.2634], [-1.8260, -0.3225, -1.0142], [-2.7056, -0.6452, -2.6045], [-0.6482, 0.9577, -1.6274], [-4.9282, 0.7599, -2.1036], [-4.4657, 2.2643, -2.9525], [-3.6201, 0.4256, -4.1264], [-2.3415, 2.3846, -4.1500], [-1.2488, 0.9699, -4.1761], [-2.6657, 3.6039, -2.1111], [-1.8108, 3.0984, -0.6445], [-3.9599, 0.2660, 0.0273], [-2.6445, 1.2524, 0.6474], [-3.5862, -1.2644, -2.4355], [-2.0585, -1.1752, -3.3045], [0.1114, 0.4892, -2.2589], [-0.1241, 1.3911, -0.7725]],
  "mulliken_spin": [1.0623, 0.0005, -0.0026, 0.0061, -0.0052, -0.0524, 0.0008, 0.0007, 0.0001, -0.0001, 0.0000, -0.0002, 0.0004, -0.0006, 0.0012, 0.0000, -0.0001, 0.0030, 0.0106, 0.0434, 0.0006, 0.0481, -0.0575, 0.0068, -0.0102, -0.0036, 0.0052, -0.0633, 0.0000, 0.0002, -0.0005, 0.0000, 0.0022, 0.0001, -0.0004, -0.0003, -0.0001, 0.0028, 0.0486, -0.0517, 0.0005, -0.0003, 0.0000, 0.0001, 0.0003, -0.0004, -0.0023, 0.0066, -0.0011, 0.0002, 0.0000, 0.0000, 0.0000, 0.0000, -0.0001, 0.0000, 0.0000, -0.0003, 0.0010, -0.0001, -0.0001, 0.0018, -0.0007],
  "s2": 0.76,
  "multiplicity": 2,
  "charge": 2,
  "gap_ev": [6.475, 6.755],
  "e_lumo_ha": [-0.2845, -0.2735],
  "energy_ev": -77776.588
}

=====

No. 2
{
  "formula": "C24H27AuNOSi",
  "method": "wB97M-V/def2-TZVPD",
  "elements": ["C", "C", "C", "H", "C", "C", "H", "H", "H", "H", "Au", "C", "H", "H", "H", "Si", "C", "C", "H", "C", "H", "C", "H", "C", "H", "C", "H", "C", "C", "H", "C", "H", "C", "H", "C", "H", "C", "H", "H", "H", "O", "C", "C", "C", "C", "C", "C", "N", "H", "H", "H", "H", "H", "H", "H"],
  "xyz": [[0.8988, 2.2330, 3.2407], [1.1838, 2.6401, 1.9117], [-0.1058, 2.9463, 1.2769], [2.1710, 2.9842, 1.6286], [-1.1314, 2.6330, 2.2479], [-0.5266, 2.1386, 3.3956], [-1.0031, 1.9406, 4.3599], [1.6239, 1.9767, 4.0267], [-0.2175, 3.7040, 0.5260], [-2.1917, 2.7322, 2.1206], [0.5517, 1.3289, -0.0434], [-0.5082, -1.8523, -0.2160], [-1.5259, -1.8499, 0.2562], [-0.1948, -2.8991, -0.3071], [0.0057, -1.3615, 0.6233], [-0.0659, -0.4552, -1.6398], [1.4800, -0.8400, -2.7117], [2.2512, 0.3285, -2.7996], [1.9724, 1.1916, -2.2025], [3.3585, 0.4163, -3.6403], [3.9223, 1.3360, -3.7187], [3.7539, -0.6779, -4.3887], [4.6083, -0.6405, -5.0487], [3.0431, -1.8770, -4.2995], [3.3380, -2.7628, -4.8735], [1.9191, -1.9673, -3.4583], [1.3286, -2.8906, -3.3829], [-1.2106, 0.5433, -2.8210], [-0.9509, 0.9906, -4.1373], [-0.0685, 0.6833, -4.6879], [-1.8967, 1.7577, -4.8395], [-1.7764, 2.0221, -5.9207], [-3.0644, 2.1975, -4.1782], [-3.8203, 2.7866, -4.7240], [-3.2654, 1.8495, -2.8373], [-4.1930, 2.1576, -2.3392], [-2.3056, 1.0973, -2.1547], [-2.4530, 0.8736, -1.1153], [-1.2095, -2.2324, -2.4755], [-0.6709, -2.8907, -2.2738], [-2.2949, -1.7414, 2.3605], [-2.0358, -1.0103, 3.5583], [-0.6212, -1.2567, 3.9900], [-0.3238, -1.9796, 5.1728], [1.0203, -2.2185, 5.4773], [1.9983, -1.7374, 4.6089], [1.5974, -0.9763, 3.5138], [0.3227, -0.7890, 3.1996], [-3.2392, -1.7045, 2.1257], [-2.6789, -1.4288, 4.3443], [-2.2085, 0.0661, 3.4312], [-1.2035, -2.2709, 5.7659], [1.2364, -2.7869, 6.3836], [3.0352, -1.9352, 4.8040], [2.3413, -0.5223, 2.8854]],
  "mulliken_spin": [0.3653, 0.1372, 0.2207, 0.0035, 0.3133, -0.0206, 0.0118, -0.0014, -0.0098, 0.0015, 0.3461, 0.1080, -0.0019, 0.0084, -0.0217, 0.3066, -0.0382, 0.0497, 0.0152, 0.0188, 0.0011, 0.0116, 0.0010, -0.0005, 0.0004, 0.0045, -0.0004, 0.0688, 0.0398, 0.0013, -0.0034, 0.0004, 0.0506, 0.0022, -0.0213, -0.0009, 0.0168, -0.0088, 0.0026, 0.0073, -0.0017, 0.0040, 0.0020, 0.0025, 0.0004, 0.0038, 0.0060, -0.0036, 0.0007, 0.0005, -0.0004, 0.0001, 0.0001, 0.0001, 0.0000],
  "s2": 2.02,
  "multiplicity": 3,
  "relative_energy_ev": 1.022,
  "charge": 1,
  "gap_ev": [8.561, 5.767],
  "e_lumo_ha": [-0.0922, -0.2227],
  "energy_ev": -40422.011
}

=====

No. 3
{
  "formula": "C24H27EuO",
  "method": "wB97M-V/def2-TZVPD",
  "elements": ["C", "C", "C", "H", "C", "C", "H", "H", "H", "H", "C", "C", "C", "H", "C", "C", "H", "H", "H", "H", "Eu", "O", "C", "C", "H", "H", "H", "H", "C", "C", "C", "H", "C", "H", "C", "H", "C", "H", "C", "C", "C", "C", "C", "C", "H", "H", "H", "H", "H", "H", "H", "H", "H"],
  "xyz": [[0.4292, -1.6148, 1.6160], [-0.9338, -1.8916, 1.1109], [-0.8104, -2.2389, -0.2519], [-1.8101, -1.7447, 1.6810], [0.5861, -2.2390, -0.6131], [1.3581, -1.8655, 0.5310], [2.4089, -1.7654, 0.5893], [0.7041, -1.3791, 2.6299], [-1.6198, -2.4370, -0.9097], [0.9661, -2.4118, -1.5883], [-0.9849, 2.1702, 0.2793], [-0.6699, 1.6867, 1.5824], [0.8016, 1.4840, 1.6409], [-1.3445, 1.4503, 2.3617], [1.3327, 1.8956, 0.3515], [0.2290, 2.3081, -0.4695], [0.2862, 2.5955, -1.4907], [-1.9670, 2.3495, -0.0768], [1.3740, 1.1678, 2.4664], [2.3585, 1.8862, 0.0936], [-0.0195, 0.0039, -0.1796], [-0.3015, -0.1378, -3.9685], [-1.4381, -0.9212, -4.4571], [-0.1142, -0.9208, -5.2044], [-1.6859, -1.7777, -3.8530], [-2.2413, -0.3415, -4.8777], [0.5048, -1.7950, -5.0588], [0.8034, -1.9105, -7.4945], [0.5411, -0.8631, -7.5846], [0.0515, -0.1901, -6.4507], [-0.2703, 1.1703, -6.5670], [-0.6173, 1.7001, -5.6894], [-0.1165, 1.8271, -7.7782], [-0.3628, 2.8792, -7.8512], [0.3577, 1.1457, -8.8965], [0.4775, 1.6622, -9.8397], [0.6863, -0.2039, -8.7885], [1.0641, -0.7390, -9.6517], [-1.2608, 0.7323, 5.3190], [-0.0016, -0.0003, 4.8085], [1.2606, 0.7267, 5.3274], [-0.0066, -1.4542, 5.3297], [-0.0100, -0.0148, 3.4334], [-0.0018, 0.0197, 2.0202], [-1.2876, 0.7454, 6.4257], [-2.1697, 0.2244, 4.9548], [-1.2703, 1.7734, 4.9586], [1.2821, 0.7386, 6.4335], [2.1699, 0.2159, 4.9660], [1.2761, 1.7688, 4.9677], [-0.8997, -1.9872, 4.9640], [0.8921, -1.9918, 4.9819], [-0.0148, -1.4765, 6.4369]],
  "mulliken_spin": [-0.1252, 0.0009, -0.0052, 0.0183, -0.0520, -0.0124, 0.0125, 0.0434, -0.0007, -0.0055, -0.0562, 0.0465, -0.1503, 0.0231, 0.0093, 0.0081, 0.0057, -0.0072, 0.0236, 0.0131, 6.9000, 0.0084, 0.0002, 0.0021, 0.0004, -0.0007, -0.0009, -0.0001, 0.0000, 0.0007, 0.0001, 0.0004, 0.0000, 0.0000, 0.0000, 0.0000, 0.0000, 0.0000, 0.0399, -0.0351, 0.0212, 0.0093, 0.2072, 0.0796, -0.0001, -0.0029, -0.0013, 0.0014, -0.0117, 0.0004, -0.0022, -0.0091, 0.0031],
  "s2": 15.91,
  "multiplicity": 8,
  "charge": -1,
  "gap_ev": [3.361, 3.644],
  "e_lumo_ha": [0.0866, 0.0866],
  "energy_ev": -46687.432
}